No. 1
Here is C22H30N4O4PdS2Se as an isolated structure at a distorted geometry from the Open Molecules 2025 dataset. Energies are from wB97M-V/def2-TZVPD.

Orbital gap (spin up / spin down) in eV: 6.08 / 6.08
Energy relative to the best compared isomer or geometry (same formula, charge and spin) in kcal/mol: 54.18

The geometry in XYZ format:
```
64
Properties=species:S:1:pos:R:3:lowdin_charge:R:1
Pd -1.36 1.91 1.85 0.494
O -0.63 3.52 5.20 -0.285
S -0.98 2.94 3.95 0.225
O -2.44 3.06 3.61 -0.398
O -0.73 1.45 3.91 -0.556
O -0.23 3.50 2.79 -0.400
C 3.85 -1.56 1.63 -0.102
C 3.78 -1.60 0.11 -0.250
C 2.69 -2.53 -0.43 -0.177
C 1.27 -2.02 -0.19 -0.147
N 1.06 -0.72 -0.78 -0.016
C 0.93 0.43 -0.07 -0.556
Se 0.79 0.60 1.78 0.940
N 0.83 1.47 -0.95 -0.015
C 0.70 2.86 -0.58 -0.154
C 2.00 3.43 0.00 -0.186
C 3.21 3.29 -0.92 -0.248
C 3.18 4.22 -2.12 -0.099
C 0.87 0.97 -2.23 -0.136
C 0.78 1.58 -3.47 0.000
C 0.85 0.78 -4.59 -0.076
C 0.99 -0.60 -4.49 -0.079
C 1.07 -1.23 -3.26 0.000
C 1.02 -0.43 -2.12 -0.136
H 4.73 -1.00 1.95 0.076
H 3.92 -2.56 2.04 0.077
H 2.97 -1.06 2.05 0.008
H 4.74 -1.95 -0.27 0.109
H 3.62 -0.59 -0.27 0.098
H 2.78 -3.51 0.06 0.118
H 2.85 -2.67 -1.50 0.099
H 1.08 -1.91 0.88 0.081
H 0.54 -2.72 -0.61 0.135
H -0.10 2.95 0.20 0.074
H 0.38 3.42 -1.47 0.123
H 2.20 2.91 0.95 0.076
H 1.82 4.48 0.24 0.125
H 3.31 2.25 -1.25 0.098
H 4.10 3.52 -0.33 0.109
H 2.35 3.98 -2.78 0.045
H 4.09 4.13 -2.70 0.072
H 3.07 5.25 -1.80 0.077
H 0.66 2.65 -3.57 0.104
H 0.80 1.23 -5.57 0.107
H 1.03 -1.20 -5.39 0.105
H 1.16 -2.30 -3.19 0.111
N -3.58 0.60 3.31 0.120
C -3.54 -0.19 2.24 -0.772
S -2.81 0.31 0.79 0.687
N -4.12 -1.41 2.36 0.056
C -4.28 -2.42 1.39 -0.267
C -4.04 -3.73 1.79 -0.026
C -4.27 -4.78 0.92 -0.084
C -4.77 -4.53 -0.35 -0.090
C -5.00 -3.22 -0.75 -0.076
C -4.76 -2.16 0.11 -0.052
H -3.16 1.57 3.37 0.042
H -3.97 0.25 4.18 0.123
H -4.35 -1.69 3.30 0.154
H -3.65 -3.92 2.78 0.114
H -4.06 -5.79 1.23 0.104
H -4.97 -5.34 -1.03 0.102
H -5.37 -3.02 -1.74 0.105
H -4.95 -1.15 -0.20 0.088
```


No. 2
Here is C22H30N5SbTc as an isolated structure at a distorted geometry from the Open Molecules 2025 dataset. Energies are from wB97M-V/def2-TZVPD.

Spin multiplicity: 2
Orbital gap (spin up / spin down) in eV: 4.52 / 4.69
Total charge: +4
⟨S²⟩: 0.7845

The geometry in XYZ format:
```
59
Properties=species:S:1:pos:R:3:lowdin_spin:R:1
Tc 0.33 0.06 -0.82 1.055
C 3.52 0.41 0.72 0.001
C 3.48 0.42 -0.77 -0.002
C 4.66 0.36 -1.52 -0.001
C 4.61 0.32 -2.90 -0.003
C 3.37 0.30 -3.53 0.001
C 2.24 0.35 -2.73 0.008
N 2.30 0.45 -1.40 -0.014
Sb 0.31 0.25 -3.98 -0.011
C -0.83 -1.46 -2.94 -0.002
C -1.38 -2.39 -3.79 -0.003
C -2.00 -3.50 -3.20 0.008
C -1.97 -3.64 -1.83 -0.001
C -1.38 -2.65 -1.03 -0.002
C -1.29 -2.83 0.44 -0.001
N -0.86 -1.56 -1.61 -0.026
C -0.66 1.86 -2.78 0.004
C -1.25 2.86 -3.53 -0.003
C -1.85 3.92 -2.86 0.005
C -1.80 3.93 -1.48 -0.001
C -1.19 2.89 -0.77 -0.002
C -1.19 2.95 0.71 0.001
N -0.63 1.86 -1.44 -0.017
H 4.55 0.50 1.06 0.000
H 3.14 -0.54 1.10 0.000
H 2.96 1.25 1.14 0.000
H 5.61 0.34 -1.00 0.000
H 5.52 0.29 -3.49 0.000
H 3.29 0.26 -4.60 0.000
H -1.34 -2.29 -4.86 0.000
H -2.47 -4.25 -3.82 0.000
H -2.40 -4.51 -1.36 0.000
H -1.36 -3.89 0.68 0.000
H -2.13 -2.34 0.93 -0.001
H -0.35 -2.44 0.84 0.000
H -1.24 2.82 -4.61 0.000
H -2.34 4.71 -3.41 0.000
H -2.25 4.75 -0.93 0.000
H -1.73 3.83 1.05 0.000
H -0.17 3.05 1.10 0.000
H -1.69 2.09 1.13 0.001
C 0.56 -1.10 3.95 0.000
C -0.82 -0.65 3.54 0.001
C -1.90 -1.71 3.75 0.000
C -1.27 0.59 4.38 0.002
N -0.87 -0.24 2.14 0.014
N 0.27 0.20 1.45 -0.017
H 0.51 -1.53 4.95 0.000
H 1.27 -0.27 4.01 0.000
H 0.95 -1.89 3.30 0.000
H -2.11 -1.85 4.81 0.000
H -1.56 -2.67 3.36 0.000
H -2.84 -1.44 3.27 0.000
H -1.25 0.30 5.43 0.000
H -2.28 0.90 4.14 0.000
H -0.58 1.42 4.23 0.000
H -1.74 0.21 1.86 0.000
H 1.05 -0.29 1.92 0.002
H 0.42 1.22 1.59 0.001
```


No. 3
Here is a 3-piece molecular cluster, C22H31BO4 overall at a distorted geometry from the Open Molecules 2025 dataset. Energies are from wB97M-V/def2-TZVPD.

SMILES string: CCCCC[C@@H]1C[C@H](CB(O)O)OC1=O.c1ccccc1.c1ccccc1
Orbital gap in eV: 9.26
Energy relative to the best compared isomer or geometry (same formula, charge and spin) in kcal/mol: 0.00

The geometry in XYZ format:
```
58
Properties=species:S:1:pos:R:3:lowdin_charge:R:1
C 3.59 -0.46 1.36 -0.148
C 4.93 0.47 1.29 -0.263
C 4.84 1.74 0.24 -0.215
C 4.34 3.16 0.97 -0.200
C 3.10 3.89 0.12 -0.137
C 1.72 3.12 0.57 -0.190
C 0.62 2.68 -0.57 -0.077
C -0.44 1.93 0.45 -0.268
C -2.04 1.94 0.12 -0.042
B -2.76 1.02 1.32 -0.394
O -2.76 -0.46 1.31 0.024
O -3.40 1.71 2.50 0.026
O -0.39 2.78 1.69 -0.089
C 0.67 3.84 1.60 -0.170
O 0.70 5.05 2.18 0.004
H 3.34 -1.02 0.34 0.079
H 3.73 -1.31 2.18 0.087
H 2.61 0.10 1.66 0.055
H 5.84 -0.20 0.94 0.109
H 5.24 0.89 2.36 0.117
H 5.95 1.92 -0.17 0.113
H 4.15 1.56 -0.68 0.098
H 3.95 2.81 2.05 0.114
H 5.23 3.89 1.18 0.110
H 3.29 3.78 -1.03 0.119
H 3.11 5.02 0.50 0.129
H 1.98 2.12 1.13 0.123
H 1.06 1.90 -1.34 0.111
H 0.21 3.52 -1.29 0.143
H 0.01 0.85 0.51 0.148
H -2.54 3.02 0.21 0.140
H -2.34 1.45 -0.90 0.122
H -1.90 -0.82 0.91 0.127
H -2.80 2.51 2.70 0.116
C -4.52 -2.90 1.47 -0.087
C -4.24 -3.91 0.55 -0.096
C -4.82 -5.17 0.70 -0.104
C -5.68 -5.42 1.78 -0.104
C -5.95 -4.41 2.70 -0.100
C -5.37 -3.15 2.55 -0.086
H -4.08 -1.91 1.35 0.065
H -3.58 -3.71 -0.29 0.095
H -4.61 -5.95 -0.02 0.097
H -6.13 -6.40 1.89 0.097
H -6.61 -4.61 3.54 0.098
H -5.58 -2.36 3.27 0.103
C 1.21 -1.54 -5.08 -0.091
C -0.14 -1.77 -4.79 -0.091
C -0.65 -1.44 -3.54 -0.090
C 0.18 -0.88 -2.57 -0.100
C 1.53 -0.65 -2.86 -0.104
C 2.04 -0.98 -4.11 -0.090
H 1.60 -1.79 -6.06 0.102
H -0.79 -2.21 -5.55 0.103
H -1.70 -1.62 -3.31 0.101
H -0.22 -0.62 -1.60 0.081
H 2.18 -0.22 -2.10 0.081
H 3.09 -0.80 -4.34 0.102
```


No. 4
Here is C22H31BrCl2N3O3Tl as an isolated structure at a distorted geometry from the Open Molecules 2025 dataset. Energies are from wB97M-V/def2-TZVPD.

Orbital gap in eV: 7.44
Energy relative to the best compared isomer or geometry (same formula, charge and spin) in kcal/mol: 0.00

The geometry in XYZ format:
```
63
Properties=species:S:1:pos:R:3:lowdin_charge:R:1
O -0.18 1.71 -2.34 -0.121
C -0.60 1.29 -3.43 -0.195
C -0.22 1.88 -4.70 -0.184
C 0.96 2.67 -4.84 -0.003
H 1.67 2.72 -4.00 0.128
C 1.13 3.37 -6.01 -0.073
H 2.01 4.00 -6.13 0.110
C 0.15 3.34 -7.03 -0.066
H 0.26 3.97 -7.91 0.107
C -0.94 2.47 -6.94 -0.065
H -1.66 2.39 -7.75 0.107
C -1.12 1.75 -5.76 -0.025
H -1.96 1.07 -5.61 0.121
H -1.30 0.42 -3.47 0.076
C -2.76 2.23 0.00 -0.141
C -2.20 1.06 0.70 -0.356
H -3.63 2.69 0.50 0.076
H -3.07 1.94 -1.01 0.072
H -1.96 2.97 -0.14 0.066
C -2.55 0.47 1.84 -0.219
C -3.62 0.90 2.81 -0.081
H -2.00 -0.40 2.20 0.057
H -4.25 1.69 2.40 0.059
H -3.18 1.24 3.76 0.074
H -4.24 0.02 3.05 0.073
Tl -0.30 0.42 -0.32 0.598
Cl 1.23 2.34 0.37 0.027
Cl -1.14 -1.50 -1.72 0.022
H 3.91 0.03 -2.09 0.094
H 5.33 1.11 -0.57 0.088
C 3.06 0.11 -1.40 -0.075
C 4.62 1.07 0.26 -0.062
N 3.58 0.10 -0.04 -0.201
H 2.37 -0.73 -1.52 0.081
C 2.90 -0.53 0.95 -0.323
O 1.83 -1.13 0.78 -0.088
H 5.14 0.76 1.18 0.090
H 3.41 -0.45 1.94 0.152
H 2.53 1.06 -1.58 0.035
H 4.19 2.07 0.42 0.070
H -1.60 -5.70 2.58 0.089
H -0.49 -6.18 0.22 0.088
C -2.07 -4.83 2.10 -0.039
C -1.03 -5.28 -0.11 -0.055
N -1.22 -4.37 1.02 -0.191
H -2.22 -4.04 2.83 0.087
C -0.72 -3.12 1.01 -0.361
O -0.99 -2.28 1.87 -0.043
H -0.47 -4.75 -0.89 0.084
H -0.06 -2.90 0.16 0.065
H -3.03 -5.16 1.68 0.088
H -2.01 -5.61 -0.50 0.090
Br 1.62 -2.65 5.76 0.697
C 1.12 -0.96 5.02 -0.638
C 0.96 0.18 5.81 -0.115
C 0.56 1.37 5.20 -0.055
C 0.30 1.36 3.82 -0.148
N 0.43 0.26 3.09 0.068
C 0.88 -0.86 3.62 -0.195
H 1.16 0.09 6.87 0.097
H 0.44 2.30 5.75 0.101
H -0.01 2.25 3.29 0.098
H 1.05 -1.71 2.96 0.082
```


No. 5
Here is C22H31N2O8SV as an isolated structure from the Open Molecules 2025 dataset. Energies are from wB97M-V/def2-TZVPD.

Spin multiplicity: 2
Orbital gap (spin up / spin down) in eV: 3.20 / 5.58
Total charge: -1
⟨S²⟩: 1.1819

The geometry in XYZ format:
```
65
Properties=species:S:1:pos:R:3:lowdin_spin:R:1
V -1.09 -0.51 -1.68 0.043
C -2.16 -3.46 -1.79 0.001
C -1.34 -3.37 -3.11 0.000
O -0.22 -2.50 -3.07 0.006
C 1.13 -2.86 -3.02 0.003
C 1.87 -1.79 -2.19 0.005
O 1.19 -0.54 -2.14 0.017
C 1.44 0.47 -3.10 0.002
C 0.74 1.72 -2.59 0.001
O -0.64 1.39 -2.55 0.002
C -1.61 2.35 -2.11 0.001
C -2.94 1.63 -1.94 -0.001
O -2.82 0.56 -0.98 0.000
C -3.85 -0.44 -1.09 0.001
C -3.35 -1.72 -0.42 0.000
O -2.20 -2.27 -1.05 0.001
H -1.71 -4.23 -1.16 0.001
H -3.17 -3.81 -2.06 0.000
H -1.96 -2.97 -3.90 0.000
H -1.04 -4.40 -3.33 0.000
H 1.52 -2.88 -4.05 0.000
H 1.30 -3.85 -2.57 0.002
H 2.88 -1.65 -2.59 0.001
H 1.92 -2.10 -1.15 0.003
H 1.03 0.18 -4.08 0.001
H 2.52 0.65 -3.19 0.000
H 0.91 2.56 -3.28 0.000
H 1.09 1.97 -1.59 0.000
H -1.74 3.11 -2.90 0.000
H -1.27 2.83 -1.20 0.000
H -3.23 1.20 -2.90 0.000
H -3.69 2.33 -1.58 0.000
H -4.05 -0.61 -2.14 0.000
H -4.74 -0.09 -0.56 0.000
H -4.15 -2.46 -0.36 0.000
H -3.03 -1.47 0.59 0.001
C 3.42 2.94 5.96 0.000
C 2.49 2.78 4.78 0.001
C 2.89 3.13 3.50 0.002
C 2.04 2.96 2.42 0.002
C 0.78 2.43 2.61 0.001
C 0.36 2.09 3.88 0.001
C 1.21 2.26 4.96 0.003
S -0.31 2.19 1.20 0.001
O -0.05 3.38 0.38 0.000
O -1.63 2.13 1.80 0.001
N 0.08 0.94 0.37 0.011
C 0.45 -0.31 0.87 0.063
C 1.35 -0.55 1.90 0.119
C 1.67 -1.90 2.27 0.260
C 1.05 -2.92 1.55 0.039
C 0.20 -2.62 0.51 0.176
N -0.11 -1.32 0.13 0.211
H 4.37 3.36 5.66 0.000
H 3.61 1.99 6.45 0.000
H 2.98 3.61 6.71 0.000
H 3.89 3.54 3.35 0.000
H 2.35 3.24 1.42 0.001
H -0.64 1.68 4.00 0.000
H 0.88 1.98 5.95 0.000
H 1.83 0.26 2.41 0.004
H 2.35 -2.11 3.08 0.023
H 1.23 -3.97 1.79 -0.005
H -0.27 -3.41 -0.06 0.017
O -2.02 -0.76 -3.01 -0.023
```


No. 6
Here is one molecule with the formula C22H31N3O2 at a distorted geometry from the Open Molecules 2025 dataset. Energies are from wB97M-V/def2-TZVPD.

SMILES string: O=C(CCc1nnc(CCCc2ccccc2)o1)NCCCC1CCCC1
Orbital gap in eV: 9.58
Energy relative to the best compared isomer or geometry (same formula, charge and spin) in kcal/mol: 21.61

The geometry in XYZ format:
```
58
Properties=species:S:1:pos:R:3:lowdin_charge:R:1
O -0.34 -4.55 0.09 0.048
C -0.01 -3.43 -0.25 -0.510
C 1.35 -3.18 -0.91 -0.072
C 1.32 -2.26 -2.14 -0.077
C 1.42 -0.82 -1.79 -0.318
N 0.46 -0.04 -1.39 0.090
N 0.99 1.19 -1.21 0.115
C 2.25 1.10 -1.48 -0.345
C 3.25 2.18 -1.46 -0.095
C 4.43 1.88 -0.53 -0.178
C 4.05 1.95 0.96 -0.149
C 3.14 0.82 1.37 -0.246
C 1.79 1.05 1.63 -0.053
C 0.96 0.01 2.01 -0.075
C 1.47 -1.27 2.15 -0.096
C 2.81 -1.50 1.91 -0.097
C 3.64 -0.46 1.51 -0.042
O 2.59 -0.15 -1.87 0.159
N -0.76 -2.34 -0.04 0.080
C -2.06 -2.38 0.58 -0.173
C -3.14 -1.76 -0.30 -0.166
C -2.89 -0.29 -0.65 -0.170
C -3.00 0.66 0.55 -0.332
C -2.31 2.00 0.27 -0.170
C -3.32 2.76 -0.59 -0.186
C -4.70 2.28 -0.13 -0.182
C -4.45 1.09 0.81 -0.159
H 2.02 -2.77 -0.16 0.097
H 1.73 -4.16 -1.21 0.121
H 0.40 -2.42 -2.71 0.134
H 2.18 -2.49 -2.78 0.125
H 3.63 2.32 -2.48 0.126
H 2.75 3.10 -1.16 0.129
H 4.83 0.89 -0.76 0.113
H 5.21 2.62 -0.72 0.112
H 3.57 2.90 1.16 0.117
H 4.96 1.90 1.55 0.119
H 1.38 2.04 1.52 0.114
H -0.09 0.20 2.19 0.098
H 0.83 -2.09 2.45 0.107
H 3.22 -2.50 2.03 0.108
H 4.69 -0.65 1.33 0.117
H -0.44 -1.43 -0.35 0.079
H -2.29 -3.44 0.76 0.120
H -2.01 -1.87 1.55 0.110
H -3.20 -2.33 -1.23 0.115
H -4.10 -1.86 0.21 0.109
H -3.62 0.01 -1.40 0.119
H -1.90 -0.18 -1.10 0.080
H -2.57 0.18 1.43 0.116
H -2.16 2.53 1.22 0.114
H -1.35 1.88 -0.22 0.083
H -3.16 2.51 -1.64 0.104
H -3.20 3.84 -0.49 0.101
H -5.24 3.07 0.40 0.100
H -5.31 1.98 -0.98 0.100
H -5.16 0.28 0.64 0.104
H -4.55 1.41 1.85 0.110
```


No. 7
Here is one molecule with the formula C22H31N3O3 at a distorted geometry from the Open Molecules 2025 dataset. Energies are from wB97M-V/def2-TZVPD.

SMILES string: COCC1CCN(C(=O)CCc2nnc(CCCCc3ccccc3)o2)CC1
Orbital gap in eV: 9.66
Energy relative to the best compared isomer or geometry (same formula, charge and spin) in kcal/mol: 65.32

The geometry in XYZ format:
```
59
Properties=species:S:1:pos:R:3:lowdin_charge:R:1
C 4.84 -3.47 -3.07 -0.115
O 4.40 -2.94 -1.85 -0.184
C 3.25 -3.55 -1.31 -0.201
C 1.95 -3.18 -2.03 -0.308
C 1.70 -1.67 -1.94 -0.120
C 0.37 -1.32 -2.62 -0.121
N -0.71 -2.06 -1.99 -0.039
C -1.62 -1.39 -1.26 -0.462
O -1.62 -0.17 -1.19 0.044
C -2.68 -2.18 -0.50 -0.074
C -2.10 -2.78 0.79 -0.078
C -1.06 -1.86 1.32 -0.356
N 0.22 -2.01 1.23 0.100
N 0.78 -0.90 1.76 0.118
C -0.18 -0.14 2.15 -0.336
C -0.07 1.20 2.78 -0.102
C 0.40 2.25 1.76 -0.177
C -0.56 2.43 0.58 -0.182
C -1.91 3.04 0.98 -0.148
C -1.75 4.42 1.56 -0.245
C -1.87 4.64 2.93 -0.052
C -1.68 5.90 3.46 -0.088
C -1.37 6.96 2.64 -0.100
C -1.25 6.76 1.27 -0.086
C -1.44 5.49 0.74 -0.044
O -1.39 -0.69 1.91 0.156
C -0.54 -3.49 -2.09 -0.136
C 0.76 -3.91 -1.40 -0.140
H 5.80 -3.01 -3.28 0.089
H 4.15 -3.25 -3.89 0.082
H 4.96 -4.56 -3.01 0.089
H 3.38 -4.64 -1.31 0.126
H 3.20 -3.20 -0.28 0.136
H 2.02 -3.47 -3.08 0.137
H 2.51 -1.13 -2.42 0.122
H 1.66 -1.38 -0.89 0.109
H 0.16 -0.26 -2.51 0.121
H 0.40 -1.58 -3.68 0.131
H -3.14 -2.95 -1.12 0.113
H -3.46 -1.45 -0.24 0.125
H -2.89 -2.92 1.53 0.126
H -1.62 -3.74 0.60 0.116
H 0.66 1.14 3.59 0.126
H -1.04 1.47 3.19 0.110
H 1.37 1.93 1.38 0.115
H 0.52 3.20 2.28 0.109
H -0.75 1.47 0.09 0.081
H -0.08 3.09 -0.15 0.114
H -2.53 3.10 0.07 0.121
H -2.43 2.39 1.68 0.108
H -2.11 3.81 3.59 0.107
H -1.78 6.05 4.53 0.100
H -1.22 7.95 3.05 0.098
H -1.01 7.58 0.62 0.101
H -1.35 5.34 -0.32 0.114
H -1.39 -4.01 -1.66 0.108
H -0.48 -3.75 -3.15 0.131
H 0.88 -4.99 -1.48 0.121
H 0.71 -3.64 -0.34 0.089
```


No. 8
Here is one molecule with the formula C22H31N3O4 from the Open Molecules 2025 dataset. Energies are from wB97M-V/def2-TZVPD.

SMILES string: CCOC(=O)[C@@]1(CC(=O)N[C@@H](Cc2cccnc2)C2CCCC2)CCCNC1=O
Orbital gap in eV: 9.64
Energy relative to the best compared isomer or geometry (same formula, charge and spin) in kcal/mol: 13.55

The geometry in XYZ format:
```
60
Properties=species:S:1:pos:R:3:lowdin_charge:R:1
C 1.92 3.51 0.30 -0.057
C 0.66 3.59 1.12 -0.192
O -0.30 2.69 0.52 0.016
C -1.46 2.59 1.18 -0.450
O -1.77 3.26 2.12 0.145
C -2.32 1.44 0.63 -0.256
C -1.81 0.13 1.26 -0.009
C -0.30 0.01 1.44 -0.497
O 0.23 0.34 2.50 0.063
N 0.39 -0.52 0.42 0.135
C 1.83 -0.70 0.47 -0.254
C 2.27 -1.82 1.44 -0.081
C 1.51 -3.12 1.39 -0.206
C 0.25 -3.24 1.96 -0.021
C -0.41 -4.45 1.89 -0.061
C 0.22 -5.52 1.27 -0.160
N 1.44 -5.44 0.75 0.063
C 2.06 -4.27 0.82 -0.126
C 2.42 -0.79 -0.94 -0.264
C 2.31 -2.15 -1.67 -0.136
C 2.13 -1.80 -3.17 -0.177
C 2.48 -0.32 -3.27 -0.190
C 1.96 0.25 -1.96 -0.151
C -3.78 1.69 1.03 -0.119
C -4.32 2.93 0.34 -0.162
C -4.27 2.78 -1.17 -0.169
N -2.99 2.23 -1.61 0.100
C -2.21 1.37 -0.90 -0.398
O -1.48 0.58 -1.47 0.065
H 2.66 4.20 0.70 0.083
H 2.34 2.50 0.33 0.059
H 1.73 3.78 -0.74 0.083
H 0.82 3.27 2.15 0.130
H 0.24 4.60 1.13 0.127
H -2.22 0.07 2.27 0.137
H -2.19 -0.71 0.67 0.136
H -0.10 -0.60 -0.46 0.117
H 2.23 0.22 0.91 0.137
H 3.34 -2.01 1.26 0.124
H 2.19 -1.42 2.45 0.118
H -0.19 -2.39 2.47 0.110
H -1.40 -4.58 2.32 0.100
H -0.27 -6.49 1.19 0.100
H 3.06 -4.23 0.40 0.110
H 3.49 -0.61 -0.79 0.145
H 3.20 -2.76 -1.50 0.105
H 1.46 -2.74 -1.32 0.106
H 2.73 -2.43 -3.82 0.103
H 1.09 -1.94 -3.45 0.109
H 3.57 -0.19 -3.32 0.112
H 2.06 0.16 -4.16 0.106
H 0.87 0.33 -2.00 0.096
H 2.34 1.25 -1.73 0.106
H -4.37 0.81 0.75 0.136
H -3.83 1.80 2.11 0.128
H -5.35 3.12 0.64 0.120
H -3.74 3.80 0.65 0.116
H -5.07 2.11 -1.50 0.121
H -4.42 3.74 -1.66 0.118
H -2.88 2.09 -2.60 0.148
```